C16H35N8O3SeTi as an isolated structure, computed with ωB97M-V/def2-TZVPD.

Output
- Total charge: +3
- M: 514.3 g mol⁻¹
- Frontier orbital gap: 6.26 eV
- Total energy: -4544.41832 hartree

The geometry in XYZ format:
```
64
Properties=species:S:1:pos:R:3:forces:R:3
Ti -0.412 0.948 0.302 0.184 -0.075 -0.212
N -0.990 3.141 0.479 -0.020 -0.008 -0.056
C -2.324 3.456 -0.114 0.118 -0.030 -0.046
C -2.686 2.377 -1.112 -0.063 -0.212 0.021
N -2.419 1.013 -0.562 0.081 0.178 -0.012
C -3.436 0.470 0.382 -0.005 -0.019 -0.136
C -3.271 0.989 1.800 0.108 -0.063 -0.004
N -1.850 0.868 2.209 -0.015 -0.028 -0.049
H -0.921 3.573 1.395 0.006 0.014 0.003
H -0.270 3.581 -0.090 0.023 0.006 0.012
H -2.305 4.421 -0.620 -0.014 0.024 0.031
H -3.054 3.533 0.685 -0.016 -0.003 0.022
H -2.058 2.468 -1.998 -0.020 0.040 -0.026
H -3.730 2.459 -1.422 0.004 0.062 -0.005
H -2.392 0.388 -1.364 -0.040 -0.017 0.012
H -3.301 -0.614 0.379 -0.041 -0.007 0.006
H -4.444 0.678 0.019 -0.001 -0.014 -0.011
H -3.935 0.423 2.455 -0.015 0.021 0.022
H -3.569 2.029 1.881 -0.014 0.026 0.016
H -1.655 -0.087 2.503 0.020 0.000 0.015
H -1.674 1.453 3.019 -0.021 -0.013 0.011
N -0.995 -2.120 2.076 -0.020 -0.016 0.041
N -1.293 -2.801 0.889 0.011 -0.005 -0.020
C -0.873 -2.361 -0.318 0.153 0.186 0.092
N -0.956 -3.272 -1.304 -0.060 -0.041 -0.062
N -0.374 -1.140 -0.493 -0.120 0.080 0.135
N 0.204 -1.001 -1.868 -0.334 -0.009 0.204
O -0.631 -0.809 -2.672 0.187 0.092 -0.089
O 0.540 1.429 -0.898 -0.269 -0.147 0.184
H -0.161 -2.518 2.502 0.011 -0.002 -0.015
H -1.763 -2.293 2.718 -0.004 -0.004 0.003
H -1.562 -3.773 0.958 -0.005 -0.005 0.008
H -1.267 -4.208 -1.098 0.004 -0.005 -0.015
H -1.017 -2.998 -2.268 0.033 -0.035 0.013
C 1.386 2.583 2.879 0.040 -0.075 -0.017
C 1.800 1.136 2.813 -0.019 0.154 -0.010
O 1.083 0.441 1.720 0.138 0.031 0.115
H 1.941 3.072 3.679 -0.001 -0.006 0.009
H 0.327 2.694 3.115 -0.004 0.007 -0.007
H 1.634 3.096 1.949 -0.055 0.035 -0.004
H 1.579 0.600 3.733 -0.005 -0.027 0.006
H 2.862 1.061 2.592 0.010 -0.067 0.025
H 1.690 -0.210 1.347 -0.065 -0.013 -0.079
C 7.067 -1.268 -7.882 -0.032 0.040 -0.032
C 6.087 -1.296 -6.778 0.062 0.013 -0.020
C 6.123 -0.298 -5.777 0.029 0.114 0.089
C 5.264 -0.303 -4.722 0.126 0.024 -0.183
C 5.318 0.786 -3.702 -0.026 -0.079 -0.006
C 4.308 -1.420 -4.618 -0.125 -0.049 0.231
Se 3.389 -1.658 -3.125 0.100 0.036 -0.189
C 4.213 -2.406 -5.710 0.098 0.019 -0.117
C 3.182 -3.485 -5.707 0.027 -0.010 0.032
C 5.116 -2.323 -6.724 -0.083 -0.117 -0.038
H 7.466 -0.271 -8.057 0.003 -0.001 0.018
H 6.660 -1.683 -8.803 -0.014 -0.019 0.018
H 7.912 -1.910 -7.596 -0.006 -0.012 0.027
H 6.852 0.497 -5.869 -0.001 -0.014 -0.007
H 6.014 1.560 -4.011 0.003 -0.003 -0.024
H 5.651 0.389 -2.742 -0.032 0.017 0.020
H 4.334 1.230 -3.556 0.010 -0.001 0.031
H 2.180 -3.065 -5.618 -0.014 0.009 0.014
H 3.333 -4.158 -4.862 -0.021 0.001 0.007
H 3.238 -4.066 -6.623 0.012 0.018 -0.006
H 5.092 -3.051 -7.526 0.001 0.010 0.006
```
Positions in Å, forces in eV/Å.